Computed, not measured: C2H9OP3 in the gas phase at a distorted geometry, with ωB97M-V with the def2-TZVPD basis set.

Properties
- LUMO (eV) = 0.39
- HOMO (eV) = -8.40
- HOMO-LUMO gap (eV) = 8.8
- SMILES = CCP(=O)(P)P
- ΔE to the lowest compared entry with this formula, charge and spin (kcal/mol) = 67.0

Geometry as ORCA input:
```
! RIJCOSX wB97M-V def2-TZVPD def2/J DEFGRID3
* xyz 0 1
C 2.058 0.581 -0.028
C 0.914 0.065 -0.922
P -0.652 -0.081 -0.052
O -1.956 -0.284 -1.512
P -1.188 1.570 1.206
P -0.552 -1.999 1.010
H 2.196 -0.408 0.623
H 2.993 0.736 -0.704
H 1.765 1.462 0.612
H 1.131 -0.883 -1.370
H 0.459 0.778 -1.748
H -2.411 0.941 1.645
H -1.901 1.947 -0.069
H -1.744 -1.774 1.491
H -1.111 -2.650 -0.180
*
```



Computed, not measured: 7 unconnected molecules or ions with the total composition C19H32BBrCl12O5 at a distorted geometry, with ωB97M-V with the def2-TZVPD basis set.

Properties
- LUMO (eV) = -1.19
- HOMO (eV) = -10.23
- HOMO-LUMO gap (eV) = 9.0
- SMILES = C[C@H](Br)CC1=C(B(O)O)C(=O)OC1=O.ClCCCl.ClCCCl.ClCCCl.ClCCCl.ClCCCl.ClCCCl

Geometry as ORCA input:
```
! RIJCOSX wB97M-V def2-TZVPD def2/J DEFGRID3
* xyz 0 1
C 0.478 1.256 0.369
C 0.099 1.677 -1.061
Br 1.725 2.327 -1.922
C -1.046 2.705 -1.116
C -2.165 2.449 -0.158
C -2.875 1.353 0.132
B -2.780 -0.093 -0.525
O -1.704 -0.930 -0.475
O -3.883 -0.516 -1.242
C -3.852 1.763 1.206
O -4.646 1.045 1.737
O -3.707 3.107 1.487
C -2.692 3.584 0.687
O -2.315 4.719 0.676
H 0.905 2.099 0.917
H -0.369 0.876 0.934
H 1.221 0.455 0.295
H -0.228 0.804 -1.624
H -0.594 3.656 -0.814
H -1.417 2.888 -2.126
H -1.483 -1.184 -1.384
H -4.250 0.281 -1.641
Cl -0.585 -2.078 -3.544
C 0.794 -2.381 -2.438
C 1.983 -1.521 -2.771
Cl 2.730 -1.983 -4.317
H 1.042 -3.439 -2.488
H 0.433 -2.165 -1.420
H 2.747 -1.640 -2.006
H 1.716 -0.469 -2.825
Cl 4.470 -5.540 -3.853
C 6.062 -4.745 -3.913
C 6.382 -4.028 -2.626
Cl 5.332 -2.610 -2.373
H 6.068 -4.065 -4.761
H 6.802 -5.523 -4.092
H 7.407 -3.664 -2.650
H 6.273 -4.686 -1.767
Cl 2.895 -1.510 3.404
C 2.809 -2.964 2.378
C 2.778 -2.619 0.912
Cl 1.249 -1.818 0.445
H 1.931 -3.533 2.673
H 3.695 -3.559 2.595
H 2.854 -3.529 0.316
H 3.600 -1.962 0.636
Cl -0.282 8.126 5.310
C -1.573 7.358 4.345
C -1.091 6.935 2.982
Cl -0.720 8.329 1.934
H -2.402 8.058 4.275
H -1.907 6.487 4.903
H -1.869 6.362 2.480
H -0.198 6.318 3.049
Cl 1.802 -8.406 -0.935
C 0.687 -8.559 -2.317
C 1.163 -7.784 -3.519
Cl 1.087 -6.024 -3.257
H -0.297 -8.227 -1.994
H 0.629 -9.618 -2.562
H 0.526 -8.005 -4.375
H 2.187 -8.041 -3.780
Cl -4.525 6.420 5.869
C -5.793 5.656 4.877
C -5.271 5.245 3.524
Cl -4.871 6.651 2.504
H -6.621 6.355 4.793
H -6.139 4.778 5.420
H -6.029 4.671 2.994
H -4.379 4.630 3.612
*
```



Computed, not measured: C4H6O2S2 in the gas phase at a distorted geometry, with ωB97M-V with the def2-TZVPD basis set.

Properties
- LUMO (alpha / beta) (eV) = -1.13 / -1.50
- HOMO (alpha / beta) (eV) = -8.76 / -8.38
- HOMO-LUMO gap (alpha / beta) (eV) = 7.6 / 6.9
- ΔE to the lowest compared entry with this formula, charge and spin (kcal/mol) = 100.3

Geometry as ORCA input:
```
! RIJCOSX wB97M-V def2-TZVPD def2/J DEFGRID3
* xyz 0 1
C -1.128 0.292 0.524
C -0.580 -0.490 -0.406
C 1.803 -0.059 -0.330
C 0.781 -1.162 -0.200
O -1.225 2.359 1.992
O -2.934 0.524 -1.335
S -0.518 1.099 1.969
S -2.683 1.006 -0.015
H -1.177 -0.662 -1.264
H 1.625 0.421 0.565
H 1.685 0.624 -1.099
H 2.820 -0.398 -0.424
H 0.717 -1.522 0.859
H 0.815 -2.032 -0.835
*
```